# 1
CHClF2OS2 in the gas phase in a non-equilibrium geometry, computed with wB97M-V/def2-TZVPD.

Geometry as XYZ:
```
8
Properties=species:S:1:pos:R:3:mulliken_spin:R:1
Cl -0.29 2.22 1.40 0.516
F 0.06 0.88 -1.59 0.008
F 0.24 -1.25 -1.47 0.012
O 1.75 0.07 0.70 0.129
C -0.36 -0.17 -0.92 0.082
H -1.37 -0.29 -1.00 -0.003
S -0.32 -1.44 2.01 1.041
S 0.31 -0.03 0.87 0.216
```

Relative energy (zero: lowest compared OMol25 entry of this formula, charge and spin): 110.7 kJ/mol
Strongest force on any atom: 4.55 eV/A
Highest occupied orbital energy (spin up / spin down): -0.3047 / -0.3851 Ha
2S+1: 3
Expectation value of S²: 2.010
LUMO level (spin up / spin down): 0.0025 / -0.1789 Eh

=====

# 2
CHClF3N in the gas phase in a non-equilibrium geometry, computed with wB97M-V/def2-TZVPD.

Geometry as XYZ:
```
7
Properties=species:S:1:pos:R:3:nbo_charge:R:1
F -1.81 -0.55 0.05 -0.193
H 1.47 -0.10 -0.12 0.234
F 0.19 0.32 -1.45 -0.320
Cl 0.38 1.98 0.45 0.014
C 0.44 0.34 -0.13 0.241
F -0.11 -1.65 0.58 -0.233
N -0.56 -0.34 0.61 0.257
```

Relative energy (zero: lowest compared OMol25 entry of this formula, charge and spin): 221.8 kJ/mol
Strongest force on any atom: 3.73 eV/A
Highest occupied orbital energy: -0.4222 Ha
SMILES: F[C@@H](Cl)N(F)F
LUMO level: 0.0219 Eh

=====

# 3
CHClFNO2 in the gas phase in a non-equilibrium geometry, computed with wB97M-V/def2-TZVPD.

Geometry as XYZ:
```
7
Properties=species:S:1:pos:R:3:nbo_charge:R:1
C 0.35 -0.33 0.52 0.333
O -1.71 0.67 -0.16 -0.355
H 0.39 0.29 1.33 0.175
N -0.57 0.52 -0.58 0.499
F -0.40 -1.35 0.86 -0.283
O -0.06 0.84 -1.61 -0.316
Cl 2.01 -0.64 -0.37 -0.052
```

Relative energy (zero: lowest compared OMol25 entry of this formula, charge and spin): 57.2 kJ/mol
Strongest force on any atom: 4.39 eV/A
Highest occupied orbital energy: -0.4199 Ha
SMILES: O=[N+]([O-])[C@@H](F)Cl
LUMO level: -0.0060 Eh

=====

# 4
A gas-phase ion, CHClFO2S (charge -1) in a non-equilibrium geometry, computed with wB97M-V/def2-TZVPD.

Geometry as XYZ:
```
7
Properties=species:S:1:pos:R:3:nbo_charge:R:1
O 0.79 0.35 -1.68 -0.973
F 1.45 1.59 0.30 -0.636
Cl 0.05 -2.16 0.01 -0.601
S 0.96 -0.01 -0.29 1.403
C -0.79 0.08 0.48 0.239
O -1.07 0.05 1.65 -0.563
H -1.40 0.09 -0.47 0.131
```

Relative energy (zero: lowest compared OMol25 entry of this formula, charge and spin): 0.0 kJ/mol
Net charge: -1
Strongest force on any atom: 2.94 eV/A
Highest occupied orbital energy: -0.1708 Ha
SMILES: O=[S@@](F)(Cl)=C[O-]
LUMO level: 0.1478 Eh